Record 1
Entry from OMol25: a molecular structure, C24H26BClMoN6O6S2 in a non-equilibrium geometry (ωB97M-V with the def2-TZVPD basis set).

Values from the calculation:
- net charge = 0
- energy relative to the best compared isomer or geometry (same formula, charge and spin) (kJ/mol) = 271.3
- HOMO (spin up / spin down) (Eh) = -0.2419 / -0.2419
- largest force on an atom (eV/Å) = 1.9
- spin multiplicity = 3
- orbital gap (spin up / spin down) (hartree) = 0.2090 / 0.1785

Geometry as XYZ:
```
67
Properties=species:S:1:pos:R:3:mulliken_charge:R:1
Mo -0.498 1.053 -0.132 0.5566
O 0.405 0.691 1.455 -0.0302
C 1.491 1.084 2.115 0.7469
C 1.637 0.897 3.481 -0.5834
C 2.826 1.226 4.088 -0.4044
C 3.902 1.750 3.352 -0.8635
C 3.731 2.027 2.025 -0.8458
C 2.509 1.740 1.387 0.2865
C 2.269 2.241 0.073 -0.3000
N 1.188 2.119 -0.618 0.4546
C 1.088 2.961 -1.837 -0.7947
C -0.391 3.276 -2.068 -1.0507
N -1.156 2.056 -1.779 0.3945
C -2.195 1.817 -2.490 -0.2283
C -3.141 0.756 -2.280 0.5955
C -4.138 0.524 -3.238 -0.7294
C -5.072 -0.461 -3.058 -0.8549
C -5.043 -1.222 -1.882 -0.5117
C -4.093 -0.994 -0.907 -0.8723
C -3.121 -0.020 -1.101 0.5365
O -2.163 0.208 -0.210 0.1171
H 0.813 0.489 4.048 0.2777
H 2.934 1.060 5.154 0.4232
H 4.847 1.969 3.836 0.4036
H 4.536 2.473 1.448 0.3912
H 3.051 2.876 -0.342 0.3108
H 1.473 2.422 -2.697 0.1522
H 1.656 3.877 -1.718 0.5412
H -0.556 3.621 -3.083 0.6313
H -0.705 4.047 -1.369 0.1739
H -2.388 2.484 -3.326 0.3281
H -4.153 1.131 -4.139 0.3966
H -5.825 -0.648 -3.813 0.4033
H -5.778 -2.001 -1.721 0.4322
H -4.083 -1.570 0.008 0.4542
C 2.704 -0.020 -3.137 -1.0038
N 2.670 -1.109 -2.177 0.3078
C 3.746 -1.927 -1.900 -0.6108
C 3.286 -2.894 -1.086 -0.6924
N 1.945 -2.693 -0.857 0.4772
B 1.084 -3.850 -0.146 0.1539
N 0.032 -3.318 0.840 0.1831
C -1.344 -3.518 0.762 -0.7217
C -1.896 -3.057 1.894 -0.4899
N -0.852 -2.558 2.679 0.2527
C -1.024 -1.950 3.985 -0.9686
C 0.336 -2.723 2.024 -0.0510
S 1.879 -2.320 2.606 -0.3808
C 1.570 -1.579 -1.511 0.0847
S -0.033 -0.907 -1.694 -0.4519
H 3.323 0.799 -2.771 0.2877
H 1.686 0.309 -3.297 0.1722
H 3.107 -0.378 -4.083 0.4892
H 4.727 -1.738 -2.304 0.4980
H 3.802 -3.726 -0.632 0.4702
H 1.882 -4.510 0.477 -0.1606
H 0.525 -4.457 -1.040 -0.1983
H -1.799 -3.980 -0.100 0.4856
H -2.915 -3.049 2.251 0.5322
H -1.787 -2.499 4.535 0.3773
H -1.341 -0.915 3.887 0.2084
H -0.079 -2.012 4.514 0.3743
O -2.573 4.051 2.369 -0.7076
Cl -2.258 2.928 1.545 1.9030
O -3.109 2.879 0.377 -0.6621
O -0.833 3.066 1.044 -0.5383
O -2.319 1.694 2.287 -0.5580
```



Record 2
Entry from OMol25: a molecular structure, C29H33BrN2O6Rb (ωB97M-V with the def2-TZVPD basis set).

Values from the calculation:
- net charge = -1
- energy relative to the best compared isomer or geometry (same formula, charge and spin) (kJ/mol) = 37.0
- HOMO (Eh) = -0.1719
- largest force on an atom (eV/Å) = 0.2
- orbital gap (hartree) = 0.2499

Geometry as XYZ:
```
72
Properties=species:S:1:pos:R:3:mulliken_charge:R:1
Rb -1.145 0.507 0.372 0.8550
O -1.593 0.048 -5.937 -0.7315
C -1.264 1.338 -5.640 0.5163
C -0.844 2.158 -6.681 -0.6490
C -0.488 3.475 -6.426 -0.2640
C -0.544 3.973 -5.131 -0.6956
C -0.977 3.147 -4.100 -0.5603
C -1.349 1.833 -4.335 0.1440
C -1.908 1.005 -3.156 0.1534
O -1.858 1.588 -1.986 -0.9064
N -1.120 -0.317 -3.238 0.1591
N -1.606 -1.293 -2.434 -0.5112
C -0.804 -2.202 -2.041 -0.7414
C -1.218 -3.314 -1.185 0.1562
Br -2.652 -2.954 0.009 -0.0853
C -0.602 -4.496 -1.106 -0.6801
C 0.487 -4.957 -1.987 0.5148
C 1.506 -5.753 -1.459 -0.4298
C 2.539 -6.213 -2.257 -0.4793
C 2.570 -5.898 -3.609 -0.4054
C 1.553 -5.129 -4.155 -0.6075
C 0.518 -4.667 -3.354 -0.3588
H -1.579 -0.437 -5.089 0.4903
H -0.795 1.743 -7.681 0.3974
H -0.163 4.109 -7.242 0.3475
H -0.259 4.998 -4.927 0.3714
H -1.058 3.490 -3.076 0.4410
H -2.922 0.662 -3.465 0.1499
H -0.128 -0.142 -3.064 0.2101
H 0.253 -2.191 -2.324 0.5057
H -0.903 -5.179 -0.321 0.4078
H 1.487 -5.997 -0.403 0.3876
H 3.326 -6.818 -1.824 0.3638
H 3.378 -6.256 -4.234 0.3750
H 1.558 -4.891 -5.211 0.3855
H -0.285 -4.093 -3.797 0.5242
C 0.083 6.061 5.233 -0.8037
O 1.364 5.479 5.128 -0.4583
C 1.470 4.339 4.383 1.3109
C 2.779 3.816 4.279 -1.0943
C 2.962 2.677 3.550 -0.7183
C 1.921 1.987 2.885 0.4256
C 2.257 0.813 2.103 0.9782
C 3.677 0.252 2.210 -1.6564
O 1.501 0.212 1.338 -0.4355
C 0.565 2.504 3.002 -0.3104
O -0.459 1.961 2.516 -0.5402
C 0.417 3.716 3.774 -0.6232
H 0.204 6.965 5.826 0.2362
H -0.621 5.392 5.735 0.3143
H -0.320 6.321 4.251 0.3241
H 3.598 4.329 4.764 0.3832
H 3.972 2.297 3.469 0.3081
H 3.982 0.096 3.245 0.4129
H 4.394 0.929 1.740 0.4063
H 3.694 -0.696 1.677 0.3283
H -0.593 4.093 3.845 0.3858
C -4.060 0.036 2.945 -1.0921
C -2.729 -0.170 3.636 -0.0316
O -1.945 -1.046 2.844 -0.1800
C -0.683 -1.310 3.445 0.1230
C 0.029 -2.382 2.650 -1.0599
H -4.708 0.667 3.554 0.3795
H -4.554 -0.924 2.784 0.2827
H -3.928 0.521 1.977 0.1853
H -2.883 -0.616 4.629 0.2768
H -2.200 0.781 3.764 0.1122
H -0.841 -1.651 4.478 0.3513
H -0.099 -0.384 3.472 -0.1482
H -0.576 -3.290 2.611 0.3498
H 0.989 -2.608 3.118 0.4223
H 0.235 -2.043 1.634 0.1051
```



Record 3
Entry from OMol25: a molecular structure, C26H22FeN4O9P2Se (ωB97M-V with the def2-TZVPD basis set).

Values from the calculation:
- net charge = -2
- energy relative to the best compared isomer or geometry (same formula, charge and spin) (kJ/mol) = 0.0
- HOMO (spin up / spin down) (Eh) = -0.0691 / -0.0691
- largest force on an atom (eV/Å) = 0.4
- orbital gap (spin up / spin down) (hartree) = 0.2109 / 0.2109

Geometry as XYZ:
```
65
Properties=species:S:1:pos:R:3:mulliken_charge:R:1
Fe -0.796 -1.244 -0.484 0.1347
N 6.404 -0.299 6.710 -0.6183
C 5.600 -0.377 5.888 0.0175
C 4.597 -0.472 4.862 0.6326
C 3.665 -1.511 4.901 -0.8447
C 2.699 -1.592 3.915 -0.1748
C 2.660 -0.648 2.886 0.2060
C 3.600 0.382 2.857 -0.2299
C 4.567 0.478 3.840 -0.8548
C 1.612 -0.753 1.834 1.5486
C 0.289 -0.618 2.273 -0.9474
C -0.167 -0.262 3.571 -0.5281
C -1.539 -0.156 3.496 -1.3135
C -1.883 -0.452 2.155 -0.8439
N -0.806 -0.714 1.430 1.2150
C 2.051 -0.968 0.539 -0.3313
C 3.396 -1.099 0.067 -0.6089
C 3.322 -1.306 -1.284 -1.3185
C 1.933 -1.316 -1.610 -0.5511
N 1.189 -1.125 -0.541 0.9579
H 3.703 -2.246 5.693 0.4302
H 1.971 -2.391 3.920 0.5796
H 3.556 1.111 2.058 0.5550
H 5.291 1.281 3.822 0.4195
H 0.454 -0.096 4.436 0.5222
H -2.226 0.095 4.289 0.4257
H -2.857 -0.493 1.698 0.4677
H 4.287 -1.049 0.671 0.5298
H 4.136 -1.449 -1.976 0.4232
H 1.472 -1.471 -2.570 0.4691
C -3.455 0.723 -2.809 -1.8588
C -3.424 -0.772 -3.056 1.2589
O -4.364 -1.053 -4.103 -0.6695
P -1.797 -1.461 -3.563 0.2250
O -2.179 -2.785 -4.338 -0.5622
O -1.180 -0.533 -4.659 -0.6809
O -0.857 -1.688 -2.438 -0.3620
P -3.825 -1.749 -1.563 0.2677
O -5.251 -1.126 -1.082 -0.5982
O -4.006 -3.132 -2.099 -0.8710
O -2.838 -1.392 -0.486 -0.0898
H -3.016 1.279 -3.639 0.4303
H -2.928 0.968 -1.893 0.1720
H -4.503 1.007 -2.701 0.4756
H -4.593 -1.989 -4.001 0.4904
H -2.659 -3.352 -3.693 0.3711
H -0.741 0.202 -4.113 0.5492
H -5.287 -1.150 -0.119 0.2906
O -0.250 1.257 -3.100 -0.9190
C -0.443 1.521 -1.891 0.1779
O -0.731 0.757 -0.948 0.0674
C -0.310 2.988 -1.492 0.3069
C -0.131 3.968 -2.460 -0.3584
C -0.023 5.302 -2.099 -0.6075
C -0.085 5.665 -0.761 -0.3149
C -0.259 4.688 0.211 -0.7167
C -0.375 3.357 -0.153 -0.2568
H -0.078 3.653 -3.494 0.4038
H 0.112 6.059 -2.861 0.3741
H 0.002 6.707 -0.476 0.3553
H -0.307 4.966 1.256 0.3986
H -0.519 2.576 0.582 0.4949
Se -0.565 -3.621 0.545 -0.0701
C -0.641 -5.067 -0.595 0.2468
N -0.678 -6.019 -1.254 -0.7897
```



Record 4
Entry from OMol25: a single C22H33ClN4O2S molecule (ωB97M-V with the def2-TZVPD basis set).

Values from the calculation:
- net charge = 0
- energy relative to the best compared isomer or geometry (same formula, charge and spin) (kJ/mol) = 0.0
- structure (SMILES) = O=C(CNC(=S)N(Cc1ccccc1Cl)C1CCCC1)NCCCN1CCOCC1
- HOMO (Eh) = -0.2939
- largest force on an atom (eV/Å) = 0.8
- orbital gap (hartree) = 0.3144

Geometry as XYZ:
```
63
Properties=species:S:1:pos:R:3:mulliken_charge:R:1
O -1.886 -2.933 2.354 -0.7059
C -1.904 -1.751 2.075 0.3846
C -0.843 -0.772 2.575 -0.7809
N 0.054 -0.520 1.467 0.5197
C 1.031 0.422 1.542 0.0943
S 1.015 1.531 2.773 -0.3805
N 1.961 0.426 0.551 0.5510
C 1.775 -0.408 -0.619 -0.5300
C 1.880 -1.889 -0.330 -0.5293
C 2.725 -2.365 0.669 -0.0441
C 2.822 -3.717 0.941 -1.0570
C 2.071 -4.625 0.215 -0.4395
C 1.222 -4.179 -0.781 -0.7362
C 1.133 -2.822 -1.046 1.5023
Cl 0.044 -2.299 -2.293 -0.2291
C 2.964 1.473 0.502 -0.4741
C 2.633 2.582 -0.515 -0.4325
C 3.997 3.064 -0.994 -0.8454
C 4.796 1.769 -1.109 -0.7049
C 4.377 0.969 0.129 -0.9691
N -2.813 -1.178 1.273 0.0043
C -3.826 -1.930 0.572 -0.8511
C -3.864 -1.534 -0.903 -0.2777
C -4.295 -0.077 -1.088 -0.8825
N -3.315 0.868 -0.560 0.4647
C -3.918 2.149 -0.214 -0.7122
C -2.850 3.073 0.375 -0.6022
O -1.804 3.283 -0.541 -0.4900
C -1.204 2.056 -0.873 -0.3979
C -2.216 1.090 -1.489 -0.6891
H -0.312 -1.217 3.426 0.5103
H -1.283 0.175 2.897 0.4512
H 0.239 -1.341 0.907 -0.1523
H 2.544 -0.138 -1.346 0.3460
H 0.799 -0.200 -1.077 -0.3367
H 3.294 -1.655 1.250 0.3876
H 3.480 -4.059 1.724 0.4093
H 2.137 -5.681 0.426 0.3875
H 0.625 -4.874 -1.349 0.4432
H 2.983 1.903 1.507 0.7344
H 2.031 3.370 -0.066 0.3486
H 2.074 2.164 -1.354 0.1203
H 3.940 3.609 -1.935 0.4099
H 4.447 3.714 -0.243 0.3377
H 5.870 1.940 -1.143 0.4270
H 4.511 1.241 -2.022 0.2627
H 4.396 -0.104 -0.055 0.1595
H 5.060 1.173 0.953 0.4230
H -2.741 -0.206 0.980 0.1604
H -3.588 -2.991 0.689 0.4658
H -4.806 -1.744 1.028 0.2346
H -2.883 -1.700 -1.348 0.0409
H -4.580 -2.173 -1.422 0.3918
H -5.232 0.075 -0.546 0.4394
H -4.492 0.117 -2.156 0.3586
H -4.703 1.982 0.527 0.4044
H -4.362 2.635 -1.100 0.3820
H -3.272 4.055 0.594 0.3779
H -2.452 2.633 1.301 0.2270
H -0.413 2.287 -1.590 0.3031
H -0.763 1.605 0.028 0.3220
H -1.729 0.136 -1.701 0.0947
H -2.584 1.515 -2.439 0.3682
```